No. 1
This record from the OMol25 dataset describes a molecular structure, C30H45ClO2OsP2 at a distorted geometry. The level of theory is wB97M-V/def2-TZVPD.

Geometry as XYZ:
```
81
Properties=species:S:1:pos:R:3:forces:R:3:mulliken_spin:R:1
C -1.840 -3.738 1.177 -0.5 -0.3 0.1 0.0479
H -2.677 -3.043 0.943 0.3 -0.6 0.3 -0.0088
C 0.926 -1.505 2.323 1.4 -1.4 -1.0 0.1655
H -2.787 -3.314 -1.790 -0.3 0.1 0.1 0.0008
H 2.480 -0.007 -2.789 0.1 -0.4 -0.3 0.0094
H 2.347 0.096 2.484 -0.2 0.0 0.2 -0.0002
C 0.651 5.084 4.636 0.7 -0.8 -1.3 0.0488
C 1.372 0.117 -2.929 1.6 0.6 -1.9 -0.0193
H 1.487 -2.048 -2.567 -0.2 -0.2 0.2 -0.0215
C -1.555 -0.837 2.498 -0.3 0.3 0.2 0.0690
H -1.950 -2.068 -4.452 0.1 0.4 0.0 -0.0034
H 3.101 2.853 -2.373 0.1 0.1 0.2 0.0011
H 2.205 3.285 -0.861 0.0 -0.3 -0.1 0.0001
H -4.368 -2.830 -1.102 0.1 0.1 -0.3 0.0073
H -2.767 3.984 3.128 0.3 0.1 0.1 -0.0014
H 3.494 -3.293 0.940 0.1 0.0 0.2 -0.0003
H -1.442 0.176 2.068 0.0 -0.4 0.1 -0.0059
O 0.404 3.094 0.986 -1.3 0.4 0.9 0.0725
C 0.723 -3.500 1.196 -3.0 -0.2 0.0 0.2832
C -3.752 0.107 -0.509 0.2 0.1 0.6 0.0084
C -1.293 -1.184 -4.429 -0.1 -0.5 -0.8 0.0218
H 4.008 0.094 0.428 -0.1 0.0 -0.2 -0.0015
C -1.816 4.313 3.547 -0.9 1.1 1.4 0.0507
H -1.818 1.768 -2.576 0.2 -0.1 0.3 -0.0049
C -0.585 -3.009 1.455 1.6 -0.7 -0.7 0.1097
H -2.534 -1.229 2.187 0.2 0.1 0.3 -0.0254
C 0.164 -1.704 -4.305 -0.1 -0.7 -1.0 0.0495
C -0.550 5.505 5.238 0.1 0.4 0.6 0.2660
H 4.332 -0.463 -1.254 0.1 -0.1 0.4 0.0012
H -1.716 -4.433 0.337 -0.2 0.1 0.1 -0.0027
H -1.440 -0.677 -5.393 0.0 -0.1 0.1 0.0132
H -2.806 -0.374 -3.072 0.4 0.0 0.1 -0.0291
H 3.369 -3.473 2.696 0.0 0.2 -0.2 0.0204
H -2.151 -4.328 2.054 -0.1 0.1 -0.3 0.0050
H 1.533 3.993 2.994 -0.4 0.1 0.1 -0.0049
C 3.114 -2.812 1.852 0.4 -0.1 0.0 -0.0186
H -1.570 -0.713 3.595 -0.1 0.0 -0.3 0.0218
C -1.741 -0.307 -3.290 -1.7 1.7 -1.8 0.0655
C 1.057 -4.774 0.528 0.1 -0.3 -0.3 -0.0211
H 0.371 1.678 -0.070 0.2 -0.5 -0.2 0.0342
C 0.815 -1.314 -3.015 1.6 -0.2 -1.2 0.0412
H -3.694 -1.966 -2.532 -0.2 -0.2 0.2 0.0163
H 0.254 -5.085 -0.148 0.2 0.0 0.1 0.0073
H -2.709 5.445 5.162 0.2 -0.1 -0.1 -0.0005
H 1.901 -0.660 4.027 -0.1 0.2 -0.2 -0.0009
H 0.865 0.033 0.486 0.0 0.0 -0.1 -0.1188
C 1.509 -0.352 3.043 0.3 0.4 0.5 0.0219
C -0.277 1.629 -4.155 0.1 0.8 -0.2 0.0113
Cl -0.502 6.485 6.639 0.0 -0.6 -0.9 0.1441
H -4.066 0.290 -1.544 -0.1 0.0 0.3 0.0229
H 0.757 0.432 3.211 0.2 -0.1 0.0 0.0014
C -1.153 1.056 -3.073 -1.6 -0.2 -3.0 0.0055
H 1.454 0.627 -5.021 0.1 0.1 0.2 0.0066
C 1.653 -2.597 1.768 -0.4 2.9 1.5 0.2587
H 3.909 2.730 -0.780 -0.1 0.0 -0.2 -0.0017
H -4.614 -0.145 0.127 0.0 0.3 -0.3 0.0180
C -0.461 -1.745 2.101 0.4 -0.5 0.0 0.0664
H 0.768 -1.374 -5.160 -0.1 -0.2 0.1 -0.0043
O -1.691 2.336 1.484 1.2 0.9 0.3 0.0485
H 1.980 -4.678 -0.057 -0.1 -0.1 0.1 0.0006
H 1.838 1.940 -3.912 -0.1 -0.2 -0.3 -0.0006
C -0.626 3.908 2.925 -0.1 -0.3 -0.3 0.1654
H 0.144 -2.803 -4.338 0.1 0.3 -0.1 -0.0017
H 3.653 -1.868 2.002 -0.1 -0.2 0.1 0.0038
H -0.260 2.721 -4.030 0.0 -0.3 -0.2 0.0024
C 0.797 0.691 -0.396 1.5 0.8 0.4 0.2516
C -3.453 -2.463 -1.588 0.2 -0.4 0.3 0.0243
P -2.598 -1.306 -0.457 0.9 1.2 -1.9 0.7248
H 1.604 5.375 5.071 -0.2 0.0 -0.1 -0.0008
C 3.554 -0.285 -0.498 0.9 -0.1 -0.7 0.0303
C 2.953 2.619 -1.311 0.7 0.3 -0.5 0.0018
C -0.666 3.031 1.685 0.4 -0.7 -1.0 0.0991
H 1.211 -5.586 1.256 0.0 0.2 -0.2 0.0211
Os -0.326 -0.251 -1.933 -0.6 -2.0 9.7 0.8443
H 3.024 -1.224 -0.296 -0.1 0.3 0.0 -0.0165
C 1.158 1.092 -4.071 0.6 0.6 -0.4 0.0089
H -3.238 0.989 -0.094 -0.3 -0.2 -0.1 -0.0095
P 2.434 0.941 -1.121 -4.8 -1.2 1.6 -0.0021
H -0.701 1.428 -5.149 0.1 0.1 0.3 -0.0032
C 0.605 4.305 3.477 1.0 0.9 1.4 0.0464
C -1.786 5.117 4.691 -0.9 -0.9 -1.3 0.0617
```
Positions in Å, forces in eV/Å.

Its expectation value of S² is 6.044. As for the charge: +2. The calculation puts the HOMO-LUMO gap (alpha / beta) at 5.15 / 2.51 eV. The HOMO energy (alpha / beta) comes out at -11.75 / -11.66 eV. The multiplicity is 5.

No. 2
This record from the OMol25 dataset describes 7 unconnected molecules or ions with the total composition C9H32O7 at a distorted geometry. The level of theory is wB97M-V/def2-TZVPD.

Geometry as XYZ:
```
48
Properties=species:S:1:pos:R:3:forces:R:3:nbo_charge:R:1
C -1.515 -1.962 -2.828 -1.1 -1.8 -0.6 -0.6279
O -2.377 0.128 -2.233 -0.7 0.9 0.0 -0.7439
H 2.605 5.707 -0.562 0.1 0.0 0.1 0.4733
O -3.376 4.422 -3.006 0.2 0.8 0.3 -0.7237
C 3.746 -5.449 -1.790 0.1 -0.5 0.1 -0.2515
C -1.218 2.316 6.404 -0.7 -0.5 0.8 -0.2517
H -2.462 6.303 -2.697 -0.3 -0.2 -0.2 0.1826
H -1.744 -2.068 -3.889 0.4 0.2 -0.2 0.2052
H -1.154 -6.297 1.758 0.1 0.5 0.7 0.1805
O 3.485 -4.287 -1.024 0.1 0.0 0.0 -0.7203
H 4.590 5.841 0.306 0.3 -0.2 0.1 0.1706
C 1.896 0.723 1.515 -0.3 0.8 -0.4 -0.2483
C -4.052 -1.458 -2.810 0.0 -0.3 1.0 -0.6281
H -0.507 -1.572 -2.687 -0.3 0.2 0.3 0.2169
H -1.930 5.008 -1.611 -0.2 0.1 0.3 0.1602
H -4.693 -0.696 -2.367 -0.1 0.0 -0.2 0.2286
H 4.815 -5.641 -1.887 0.2 0.2 -0.2 0.1627
H -2.062 1.631 6.316 -0.1 0.0 -0.3 0.1628
H 3.294 -5.377 -2.779 -0.1 -0.2 -0.1 0.1638
H -1.601 0.285 -1.691 0.1 0.0 0.0 0.4677
C 4.072 4.894 0.457 -0.2 0.2 1.0 -0.2482
H -0.142 -6.318 0.405 -0.1 0.3 -0.6 0.1602
H 1.919 1.293 2.444 0.2 -0.2 0.2 0.1655
C -2.255 5.235 -2.626 0.2 -0.9 -0.1 -0.2491
H -4.470 -2.420 -2.514 0.0 -0.1 -0.1 0.2110
H -4.086 -1.394 -3.898 0.4 0.2 0.1 0.2152
H -1.087 -4.768 0.799 -0.8 -0.7 -0.7 0.1664
O 2.935 4.826 -0.372 -0.2 -0.7 -0.6 -0.7335
O -1.609 3.417 7.254 0.6 -0.2 -1.0 -0.7249
H 4.032 -3.605 -1.420 -0.1 0.3 0.2 0.4637
O 0.528 -5.033 1.855 0.8 -0.3 1.5 -0.7368
H 1.340 2.178 0.294 0.1 0.1 0.1 0.4740
C -2.687 -1.271 -2.166 1.7 1.5 -0.3 0.0985
H 3.755 4.795 1.496 -0.1 0.5 0.3 0.1594
C -0.530 -5.633 1.159 0.2 0.3 -0.7 -0.2448
H 1.116 -4.554 1.267 -0.2 -0.1 -0.3 0.4744
H -0.914 2.588 5.393 -0.1 0.7 0.3 0.1876
H 1.597 -0.305 1.718 -0.3 0.2 -0.1 0.1847
H 4.737 4.033 0.385 0.0 0.1 -1.0 0.1792
O 0.950 1.368 0.631 0.1 -0.8 0.2 -0.7400
H -2.046 3.056 8.029 0.0 -0.1 -0.1 0.4654
H -2.618 -1.533 -1.110 -0.8 -0.3 0.2 0.1560
H -3.104 3.513 -2.866 -0.1 -0.1 0.0 0.4701
H -0.421 1.711 6.836 0.3 0.2 0.2 0.1608
H 3.367 -6.321 -1.256 -0.3 0.2 0.0 0.1822
H -1.416 4.963 -3.266 0.2 0.4 -0.2 0.1600
H 2.887 0.700 1.062 0.1 0.0 0.1 0.1642
H -1.591 -2.971 -2.421 0.6 -0.4 -0.2 0.1992
```
Positions in Å, forces in eV/Å.

Its SMILES is CC(C)O.CO.CO.CO.CO.CO.CO. The calculation puts the HOMO-LUMO gap at 10.24 eV. The HOMO energy comes out at -9.88 eV.

So what do the calculations give for ΔE to the lowest compared entry with this formula, charge and spin? Going down the list: 2.270, 4.802 eV.